Entry from the Open Molecules 2025 dataset: C37H28MgN9O4S as an isolated structure at a distorted geometry (ωB97M-V/def2-TZVPD).

Structure (XYZ):
```
80
Properties=species:S:1:pos:R:3
Mg 0.044 0.376 0.051
C -2.512 -2.918 3.930
C -2.005 -3.270 2.684
C -1.854 -2.317 1.686
C -2.206 -0.979 1.908
C -2.719 -0.636 3.167
C -2.869 -1.594 4.161
N -1.904 -0.030 0.918
C -2.767 0.934 0.595
C -4.191 0.880 0.817
C -5.008 1.869 0.364
C -4.509 3.012 -0.333
C -3.172 3.129 -0.541
C -2.286 2.131 -0.067
N -0.928 2.208 -0.147
N -0.355 3.208 -0.660
C 1.060 3.049 -0.633
C 1.842 4.130 -1.019
C 3.218 4.008 -0.942
C 3.778 2.825 -0.484
C 2.928 1.784 -0.154
N 1.598 1.884 -0.237
H -2.618 -3.663 4.710
H -1.717 -4.299 2.488
H -1.455 -2.583 0.709
H -2.969 0.401 3.362
H -3.252 -1.298 5.133
H -4.603 0.007 1.308
H -6.079 1.778 0.520
H -5.194 3.767 -0.696
H -2.751 3.976 -1.068
H 1.353 5.035 -1.358
H 3.853 4.833 -1.238
H 4.849 2.696 -0.408
H 3.314 0.823 0.158
N 1.299 -2.847 -2.757
C 1.797 -1.990 -1.810
S 2.786 -0.687 -2.281
N 1.433 -2.317 -0.564
N 1.239 -1.365 0.331
C 1.418 -1.690 1.593
C 1.983 -3.006 2.009
C 1.341 -4.199 1.684
C 1.866 -5.417 2.092
C 3.050 -5.463 2.819
C 3.706 -4.281 3.134
C 3.173 -3.062 2.731
C 1.037 -0.682 2.606
C 1.063 -0.948 3.983
C 0.706 0.045 4.873
C 0.320 1.292 4.396
C 0.281 1.467 3.030
N 0.621 0.518 2.155
H 1.427 -2.509 -3.695
H 0.370 -3.191 -2.553
H 0.435 -4.164 1.094
H 1.354 -6.336 1.832
H 3.462 -6.415 3.131
H 4.639 -4.306 3.687
H 3.687 -2.138 2.973
H 1.344 -1.932 4.328
H 0.712 -0.156 5.938
H 0.035 2.094 5.063
H -0.053 2.408 2.599
O -1.289 -1.740 -2.891
C -0.878 -0.586 -2.766
O -0.502 -0.013 -1.694
C -0.726 0.251 -4.028
C -1.300 -0.186 -5.218
C -1.170 0.559 -6.378
C -0.449 1.741 -6.327
C 0.134 2.193 -5.160
C -0.013 1.439 -4.007
N -0.297 2.547 -7.559
O 0.315 3.595 -7.482
O -0.809 2.140 -8.583
H -1.848 -1.119 -5.205
H -1.609 0.242 -7.312
H 0.692 3.117 -5.164
H 0.438 1.764 -3.080
```

Values from the calculation:
energy relative to the best compared isomer or geometry (same formula, charge and spin) = 0.408 eV
DFT total energy = -2818.9697 a.u.
charge = -1

Results of the Mulliken charge analysis, in e, for atoms 1 through 2: 0.821, -0.673


Entry from the Open Molecules 2025 dataset: a 2-piece molecular cluster, C5H13NO2 overall at a distorted geometry (ωB97M-V/def2-TZVPD).

Structure (XYZ):
```
21
Properties=species:S:1:pos:R:3
C -2.585 -0.015 1.406
N -1.475 -0.786 1.989
C -0.200 -1.005 1.406
C 0.061 -1.034 -0.115
C 1.181 -0.101 -0.599
C 0.465 -2.516 -0.372
O 0.549 -1.008 2.332
H -3.194 0.558 2.211
H -3.476 -0.697 1.112
H -2.297 0.569 0.562
H -1.364 -0.667 2.961
H -0.994 -0.949 -0.577
H 0.787 0.004 -1.644
H 0.901 0.879 -0.183
H 2.243 -0.499 -0.585
H 1.191 -2.860 0.368
H 0.844 -2.686 -1.461
H -0.396 -3.104 -0.311
H 2.322 6.000 -3.151
H 2.671 4.724 -2.215
O 2.764 5.193 -3.134
```

Values from the calculation:
spin multiplicity = 2
energy relative to the best compared isomer or geometry (same formula, charge and spin) = 2.339 eV
expectation value of S² = 0.7714
DFT total energy = -403.1579 a.u.
charge = +1

Results of the Mulliken charge analysis, in e, for atoms 1 through 2: -0.788, 0.040


Entry from the Open Molecules 2025 dataset: the molecule C11H14BCl4NO2 at a distorted geometry (ωB97M-V/def2-TZVPD).

Structure (XYZ):
```
33
Properties=species:S:1:pos:R:3
Cl -0.568 2.248 -3.720
B -0.533 2.282 -1.883
Cl 0.227 3.785 -1.101
Cl -2.409 2.172 -1.376
O 0.134 1.100 -1.449
C 0.145 0.710 -0.151
C 1.672 0.609 0.330
C 1.993 0.796 1.693
C 3.233 0.414 2.195
C 4.221 -0.040 1.289
Cl 5.727 -0.556 1.903
C 3.947 -0.170 -0.074
C 2.673 0.233 -0.569
H -0.366 1.373 0.544
H 1.232 1.226 2.340
H 3.469 0.526 3.234
H 4.726 -0.524 -0.762
H 2.498 0.215 -1.656
C -3.015 -1.223 1.121
C -1.969 -0.120 0.923
N -0.826 -0.409 -0.075
C -1.553 -0.961 -1.331
C -2.577 -2.119 -0.992
O -3.635 -1.682 -0.104
H -2.561 -2.050 1.686
H -3.858 -0.831 1.703
H -2.457 0.794 0.508
H -1.461 0.136 1.856
H -0.052 -1.023 0.225
H -2.125 -0.134 -1.818
H -0.782 -1.362 -2.015
H -3.141 -2.419 -1.899
H -2.011 -2.996 -0.578
```

Values from the calculation:
energy relative to the best compared isomer or geometry (same formula, charge and spin) = 0.286 eV
DFT total energy = -2498.4968 a.u.
charge = 0

Results of the Mulliken charge analysis, in e, for atoms 1 through 2: -0.327, 0.728


Entry from the Open Molecules 2025 dataset: a 2-piece molecular cluster, C3H5BrOS overall at a distorted geometry (ωB97M-V/def2-TZVPD).

Structure (XYZ):
```
11
Properties=species:S:1:pos:R:3
C -1.563 -0.881 0.408
C -2.286 0.172 0.256
C 1.428 1.106 0.075
O 2.622 0.671 -0.321
S 1.473 2.830 -0.072
Br -4.117 0.046 -0.066
H -2.193 -1.792 0.527
H -0.519 -0.712 0.611
H -1.809 1.148 0.315
H 2.517 -0.275 -0.332
H 2.759 3.105 -0.177
```

Values from the calculation:
energy relative to the best compared isomer or geometry (same formula, charge and spin) = 2.904 eV
DFT total energy = -3164.6248 a.u.
charge = 0

Results of the Mulliken charge analysis, in e, for atoms 1 through 2: -0.426, -0.137


Entry from the Open Molecules 2025 dataset: the molecule C4H12N2S at a distorted geometry (ωB97M-V/def2-TZVPD).

Structure (XYZ):
```
19
Properties=species:S:1:pos:R:3
N 0.279 1.616 1.285
C -0.109 0.590 0.237
C -0.555 -0.772 0.905
C -1.357 -1.632 -0.067
S -2.512 -0.810 -1.200
C 0.979 0.364 -0.846
N 2.215 1.208 -0.856
H 0.430 2.491 0.810
H 1.225 1.485 1.631
H -0.873 0.976 -0.296
H -1.083 -0.399 1.799
H 0.362 -1.254 1.350
H -1.877 -2.384 0.473
H -0.724 -2.163 -0.804
H -3.579 -1.080 -0.372
H 0.515 0.571 -1.774
H 1.280 -0.694 -0.695
H 2.598 1.051 0.053
H 2.786 0.834 -1.634
```

Values from the calculation:
energy relative to the best compared isomer or geometry (same formula, charge and spin) = 1.079 eV
DFT total energy = -667.2552 a.u.
SMILES string = NC[C@H](N)CCS
charge = 0

Results of the Mulliken charge analysis, in e, for atoms 1 through 2: -0.794, 0.128


Entry from the Open Molecules 2025 dataset: a 2-piece molecular cluster, C2H2O3S overall at a distorted geometry (ωB97M-V/def2-TZVPD).

Structure (XYZ):
```
8
Properties=species:S:1:pos:R:3
C 0.464 -0.790 0.233
C 1.528 -0.481 -0.519
O -2.976 1.566 0.574
O -0.943 0.918 -0.554
O -0.348 -1.066 1.077
S -1.848 0.704 0.518
H 2.428 -0.695 0.192
H 1.695 -0.155 -1.521
```

Values from the calculation:
energy relative to the best compared isomer or geometry (same formula, charge and spin) = 2.895 eV
DFT total energy = -701.2340 a.u.
charge = 0

Results of the Mulliken charge analysis, in e, for atoms 1 through 2: 0.869, -0.813


Entry from the Open Molecules 2025 dataset: C18H31Cl2MnN4O4 as an isolated structure at a distorted geometry (ωB97M-V/def2-TZVPD).

Structure (XYZ):
```
60
Properties=species:S:1:pos:R:3
O -1.537 0.527 0.509
C -2.386 0.921 -0.492
C -3.677 0.086 -0.497
C -3.723 -1.128 0.164
H -2.845 -1.456 0.716
C -4.878 -1.913 0.121
H -4.891 -2.868 0.638
C -5.998 -1.470 -0.574
H -6.901 -2.077 -0.606
C -5.961 -0.235 -1.228
H -6.835 0.125 -1.766
C -4.806 0.540 -1.193
H -4.767 1.500 -1.707
H -2.713 1.979 -0.341
C -0.690 2.056 -1.967
C -1.665 0.931 -1.831
H -0.457 2.277 -3.005
H 0.259 1.803 -1.454
H -1.084 2.923 -1.464
C -1.849 -0.109 -2.740
C -1.103 -0.289 -4.027
H -2.585 -0.866 -2.487
H -1.787 -0.282 -4.867
H -0.583 -1.257 -4.027
H -0.351 0.489 -4.171
Mn 0.146 -0.244 0.363
Cl -0.589 -2.513 0.457
Cl 0.450 -0.401 -1.881
C 2.622 -1.794 -0.264
O 2.266 -0.849 0.466
N 3.832 -2.307 -0.119
C 4.865 -1.630 0.635
C 4.157 -3.555 -0.761
H 1.987 -2.152 -1.073
H 4.444 -0.753 1.126
H 5.684 -1.323 -0.035
H 5.278 -2.317 1.387
H 3.237 -4.016 -1.150
H 4.619 -4.239 -0.037
H 4.855 -3.397 -1.593
H 3.195 4.201 0.914
H 1.438 5.124 2.797
C 2.267 4.148 0.333
C 0.648 4.803 2.107
N 1.154 3.784 1.200
H 2.365 3.403 -0.455
C 0.579 2.590 1.121
O 1.049 1.632 0.430
H -0.187 4.379 2.677
H -0.365 2.467 1.684
H 2.072 5.129 -0.115
H 0.300 5.674 1.538
N 1.194 -1.508 4.189
C 1.290 -2.034 2.966
N 1.841 -3.233 2.721
O 0.759 -1.294 2.108
H 1.518 -2.012 4.964
H 0.776 -0.598 4.307
H 1.893 -3.608 1.794
H 2.176 -3.767 3.493
```

Values from the calculation:
spin multiplicity = 6
expectation value of S² = 8.7550
DFT total energy = -3295.9029 a.u.
charge = -1

Results of the Mulliken charge analysis, in e, for atoms 1 through 2: -0.914, 1.100


Entry from the Open Molecules 2025 dataset: a 2-piece molecular cluster, C7H10 overall (ωB97M-V/def2-TZVPD).

Structure (XYZ):
```
17
Properties=species:S:1:pos:R:3
C 1.029 -0.697 1.503
C 0.254 0.369 1.335
C 0.010 1.115 0.046
C 0.975 0.706 -1.140
C 0.184 -0.456 -1.701
C -1.139 -0.232 -1.518
C -1.322 0.775 -0.637
H 1.081 -1.205 2.462
H -1.968 -2.316 1.155
H 1.628 -1.121 0.701
H -0.334 0.730 2.179
H 0.036 2.193 0.260
H 1.992 0.435 -0.834
H 1.057 1.554 -1.830
H 0.647 -1.396 -1.997
H -1.935 -1.869 0.561
H -2.196 1.416 -0.547
```

Values from the calculation:
energy relative to the best compared isomer or geometry (same formula, charge and spin) = 5.488 eV
DFT total energy = -272.5163 a.u.
SMILES string = C=C[C@@H]1C=C=CC1.[H][H]
charge = 0

Results of the Mulliken charge analysis, in e, for atoms 1 through 2: -0.767, -0.239